1.
{
  "formula": "C27H24MoN10O3S4",
  "method": "wB97M-V/def2-TZVPD",
  "total_charge": 2,
  "relative_energy_kj_mol": 83.5,
  "gap_ha": [0.2338, 0.2297],
  "largest_force_ha_per_bohr": 0.07305,
  "symbols": ["Mo", "S", "S", "S", "S", "O", "O", "O", "N", "N", "N", "N", "N", "N", "N", "N", "N", "N", "C", "C", "C", "C", "C", "C", "C", "C", "C", "C", "C", "C", "C", "C", "C", "C", "C", "C", "C", "C", "C", "C", "C", "C", "C", "C", "C", "H", "H", "H", "H", "H", "H", "H", "H", "H", "H", "H", "H", "H", "H", "H", "H", "H", "H", "H", "H", "H", "H", "H", "H"],
  "positions_angstrom": [[0.68075, -0.22831, -0.15641], [0.33768, -1.98833, 1.77041], [-4.42801, -0.53685, 1.35143], [-1.12637, 3.51684, 0.15777], [-3.32878, 2.06466, 2.95249], [-0.86263, 0.43406, 0.28799], [1.73990, 2.97709, -2.43499], [1.71661, 0.66057, -3.95257], [1.65659, 1.41427, 0.75273], [4.27157, -1.32920, -1.52873], [5.00830, -1.51737, -2.61693], [0.03918, -1.48252, -1.69768], [4.73045, -1.43451, -0.31205], [1.14409, 0.85870, -1.71660], [2.56482, -1.02529, -0.32165], [0.75616, -4.21427, 3.02008], [1.93336, -4.02303, 1.05456], [2.98585, -1.10020, -1.58702], [-4.37670, -1.53381, -1.00712], [-0.65310, -2.85711, -4.04818], [-3.14990, -0.06856, 0.29039], [1.14083, 0.27318, -2.97268], [1.58148, 2.16930, -1.56048], [-2.60382, 1.83298, 4.48628], [-1.44743, 1.12502, 4.41045], [-2.07979, 0.92865, 0.68879], [1.85690, 2.43462, -0.11614], [1.06385, -3.52308, 1.93385], [2.38510, 3.66222, 0.26284], [-3.25701, -0.67706, -0.92861], [0.05924, -1.66915, -4.10418], [3.66365, -1.24789, 0.43763], [2.73783, 3.86172, 1.58553], [2.05136, 1.60656, 2.02154], [-0.68417, -2.61509, -1.66203], [-3.35830, 4.07357, -0.97062], [-5.09905, -1.55073, 0.14326], [2.59058, 2.79603, 2.47173], [-2.32320, 2.26351, 0.01419], [-2.06741, 1.16296, 2.18667], [-1.04445, -3.31943, -2.79441], [-2.17290, 4.63424, -0.62536], [0.37291, -1.01348, -2.92414], [-3.44699, 2.71090, -0.60816], [-1.13801, 0.74321, 3.08905], [-4.15645, 4.60383, -1.45618], [0.11737, -3.82339, 3.69609], [-1.84298, 5.64406, -0.76388], [2.48912, 4.42976, -0.49025], [-0.90664, -3.39447, -4.94712], [2.89256, 2.89000, 3.50345], [-2.57782, -0.49011, -1.74581], [-4.31176, 2.10170, -0.79414], [3.12617, 4.81020, 1.92039], [-0.99152, -2.95691, -0.67814], [-0.83501, 0.86670, 5.25285], [-4.64041, -2.09708, -1.88428], [1.93273, 0.76390, 2.69578], [-3.09184, 2.22869, 5.35279], [4.61504, -1.12808, -3.46497], [6.00572, -1.41062, -2.47634], [-0.26911, 0.16333, 2.82804], [2.08567, -3.57146, 0.16572], [0.37148, -1.22675, -5.03824], [1.15179, -5.12162, 3.21128], [-5.99876, -2.09530, 0.35248], [2.36874, -4.91855, 1.21862], [3.66688, -1.29260, 1.50824], [-1.62199, -4.22483, -2.68930]]
}

2.
{
  "formula": "C27H24N9NiO6S",
  "method": "wB97M-V/def2-TZVPD",
  "total_charge": -1,
  "gap_ha": [0.2653, 0.2646],
  "s2": 2.0047,
  "largest_force_ha_per_bohr": 0.00537,
  "spin_multiplicity": 3,
  "symbols": ["Ni", "S", "O", "O", "O", "O", "O", "O", "N", "N", "N", "N", "N", "N", "N", "N", "N", "C", "C", "C", "C", "C", "C", "C", "C", "C", "C", "C", "C", "C", "C", "C", "C", "C", "C", "C", "C", "C", "C", "C", "C", "C", "C", "C", "H", "H", "H", "H", "H", "H", "H", "H", "H", "H", "H", "H", "H", "H", "H", "H", "H", "H", "H", "H", "H", "H", "H", "H"],
  "positions_angstrom": [[-1.46276, -0.02348, 0.47152], [-3.01710, -0.71126, -2.83502], [-1.93732, -1.28381, -3.60394], [-4.36362, -1.12228, -3.15259], [-0.92824, 1.92269, 0.28959], [-0.47272, -0.29417, 2.22711], [-0.96362, -0.87692, 4.34219], [3.16143, -2.90439, 3.40035], [-2.51991, 0.18791, 3.11527], [-2.85465, -3.21333, -1.39606], [-2.08692, -2.04168, 0.53162], [4.58950, 2.16255, -0.18932], [-2.74420, 5.14354, -3.79777], [5.26594, 1.36916, 0.48952], [0.32218, -0.27161, -0.55274], [-2.71489, -0.83371, -1.23810], [-3.01650, 0.46118, 1.82518], [-1.22391, -0.38215, 3.24382], [-2.57888, -2.07468, -0.73457], [-1.76777, -3.18179, 1.12192], [1.06713, 3.20400, 0.15085], [-3.99537, 1.67467, -3.70047], [2.23205, -1.40265, -1.38698], [-2.80031, 3.76602, -3.57829], [-2.54928, -4.33544, -0.77138], [4.80122, -1.96184, 2.02634], [-3.92058, 3.03274, -3.96515], [-1.97790, -4.39674, 0.49811], [2.45455, 0.85984, -0.59193], [-1.82399, 1.75927, -2.67652], [0.33193, 2.02004, 0.07301], [4.66570, 0.32303, 1.27797], [3.17177, 2.05541, -0.29548], [1.98911, -2.74332, 4.19271], [3.63073, -1.79928, 2.76275], [5.31659, -0.90346, 1.30225], [3.01850, -0.31242, -1.14372], [-1.75300, 3.11428, -2.92584], [1.07206, 0.84305, -0.36186], [3.53811, 0.50007, 2.07138], [3.00798, -0.55132, 2.80114], [-2.95178, 1.04023, -3.04552], [2.45500, 3.19830, -0.02647], [0.86934, -1.35277, -1.04679], [2.08372, -0.40007, 3.33752], [1.79261, -3.71804, 4.63369], [2.64132, -2.30372, -1.82118], [3.02281, 1.45209, 2.08304], [-2.77137, -5.24887, -1.31587], [-4.74090, 3.53397, -4.46639], [-0.88089, 3.67301, -2.60632], [5.28228, -2.93104, 2.02118], [-1.71992, -5.33246, 0.96979], [4.07354, -0.33253, -1.38406], [-3.30552, 5.47811, -4.56368], [6.22080, -1.02780, 0.71852], [-3.18422, -0.13824, 3.80010], [-1.34096, -3.09995, 2.11660], [3.02104, 4.11093, 0.12654], [1.13136, -2.42356, 3.59982], [-1.00718, 1.25679, -2.18140], [0.54513, 4.11729, 0.40373], [-3.32493, 1.42585, 1.75942], [-1.81648, 5.53534, -3.79824], [2.15444, -2.01237, 4.98829], [-3.76855, -0.16850, 1.55929], [0.22232, -2.20948, -1.19602], [-4.86602, 1.09978, -3.98243]]
}

3.
{
  "formula": "C27H25AsN3O8PtS2",
  "method": "wB97M-V/def2-TZVPD",
  "total_charge": -1,
  "relative_energy_kj_mol": 25.7,
  "gap_ha": 0.1968,
  "largest_force_ha_per_bohr": 0.00918,
  "symbols": ["Pt", "As", "S", "S", "O", "O", "O", "O", "O", "O", "O", "O", "N", "N", "N", "C", "C", "C", "C", "C", "C", "C", "C", "C", "C", "C", "C", "C", "C", "C", "C", "C", "C", "C", "C", "C", "C", "C", "C", "C", "C", "C", "H", "H", "H", "H", "H", "H", "H", "H", "H", "H", "H", "H", "H", "H", "H", "H", "H", "H", "H", "H", "H", "H", "H", "H", "H"],
  "positions_angstrom": [[0.47648, 1.17418, 0.13462], [2.87071, 0.89240, -1.90225], [0.64669, 3.72135, -1.49794], [3.31703, 1.67033, 4.63821], [-0.69103, 4.18308, -1.17718], [1.30218, -3.15105, -0.33228], [3.88618, 2.29220, -1.67249], [-0.14753, -0.71283, 0.44338], [2.25443, 0.40794, -0.40650], [3.68582, -0.27923, -2.68515], [1.26727, 2.99697, -0.32933], [1.57635, 4.69306, -2.00064], [1.09415, 1.27878, 2.94407], [-0.06769, -3.16528, 2.05534], [-1.41418, 1.94623, 0.52654], [-0.99323, -1.31563, -0.29560], [2.02558, 1.44286, 3.62969], [-2.10483, 1.82158, 1.80656], [-0.00019, 0.72181, -4.88014], [1.21716, -2.55666, 1.93361], [-1.44214, -0.80134, -1.54950], [-2.60933, -3.14736, -0.59732], [1.34690, 1.44522, -3.00211], [0.43720, 2.48176, -2.77674], [-0.67575, 2.62880, -3.59040], [-3.51223, 1.58843, 4.17736], [-1.14203, -3.23219, 1.30633], [1.91728, -2.56505, 0.72678], [-3.75820, 2.65978, 3.33133], [1.11711, 0.57901, -4.06500], [1.78072, -2.03163, 3.08718], [-1.54873, -2.56081, 0.13948], [3.18430, -1.99985, 0.69174], [3.04436, -1.47722, 3.04901], [-3.05555, 2.77440, 2.14121], [-2.42627, -1.43534, -2.25271], [-0.90025, 1.74527, -4.63966], [-2.55750, 0.64315, 3.83288], [-1.84384, 0.75421, 2.64816], [3.73051, -1.45798, 1.84411], [1.87194, -2.88549, -1.61351], [-3.04404, -2.61283, -1.77378], [-4.49017, 3.41116, 3.59834], [-0.13444, -3.71560, 2.89973], [-2.01175, 1.51544, -0.17901], [-1.85533, -3.96199, 1.68155], [1.99968, -1.81261, -1.76852], [-1.36177, 2.93081, 0.24765], [-3.83819, -3.08140, -2.33788], [-4.05075, 1.50122, 5.11259], [-3.05386, -4.06143, -0.21824], [-0.16277, 0.02785, -5.69542], [-3.23299, 3.61136, 1.47523], [3.40524, 2.96926, -1.17180], [-1.36864, 3.43417, -3.38744], [4.69490, -0.97098, 1.78520], [2.84234, -3.37383, -1.72253], [-2.33729, -0.17477, 4.50728], [1.17344, -3.29686, -2.33890], [3.44877, -0.98532, 3.92233], [1.19839, -2.00008, 4.00131], [-1.05355, 0.06271, 2.40342], [3.72093, -1.91068, -0.24199], [-2.74237, -1.02023, -3.20293], [-0.96056, 0.09846, -1.91797], [1.83139, -0.21842, -4.23511], [-1.77648, 1.86674, -5.26424]]
}

Number 1: DFT total energy -3477.0406 hartree. Number 2: DFT total energy -3894.1821 hartree. Number 3: DFT total energy -4961.6354 hartree.